Computed, not measured: C48H47FLaN7O13PS as an isolated structure, with ωB97M-V/def2-TZVPD.

```
119
Properties=species:S:1:pos:R:3
La -0.02 -0.05 1.58
C 0.36 2.56 5.16
C -0.72 1.56 4.98
N -0.92 0.84 3.90
C -2.10 0.12 4.11
C -2.57 0.42 5.35
N -1.69 1.33 5.88
C -3.74 0.02 6.18
O -4.56 -0.85 5.65
O -3.87 0.51 7.28
C -2.78 -0.71 3.05
O -3.78 -1.36 3.41
O -2.34 -0.64 1.88
H 1.13 2.38 4.41
H 0.82 2.50 6.15
H -0.03 3.58 5.03
H -1.81 1.72 6.81
H -4.23 -1.11 4.71
C 1.51 -1.48 5.66
C 2.65 -0.59 5.17
C 3.92 -0.88 5.97
C 2.82 -0.72 3.64
C 4.22 -0.81 3.07
O 4.55 0.56 2.72
C 3.35 1.18 2.61
N 2.31 0.55 3.00
C 3.51 2.61 2.19
C 4.46 3.33 2.92
C 4.72 4.65 2.64
C 4.06 5.27 1.59
C 3.12 4.56 0.86
C 2.82 3.23 1.14
P 1.57 2.29 0.15
C 2.55 1.79 -1.32
C 3.73 2.41 -1.71
C 4.38 2.03 -2.88
C 3.84 1.03 -3.67
C 2.68 0.39 -3.27
C 2.04 0.75 -2.10
C 0.55 3.67 -0.51
C -0.03 4.59 0.36
C -0.87 5.58 -0.11
C -1.17 5.65 -1.47
C -0.62 4.72 -2.34
C 0.24 3.74 -1.86
H 1.33 -1.33 6.73
H 1.74 -2.53 5.49
H 0.58 -1.27 5.12
H 2.38 0.45 5.37
H 4.26 -1.91 5.82
H 3.72 -0.76 7.04
H 4.75 -0.21 5.72
H 2.23 -1.58 3.29
H 4.24 -1.40 2.15
H 4.98 -1.16 3.75
H 4.99 2.82 3.72
H 5.45 5.19 3.23
H 4.27 6.30 1.34
H 2.61 5.05 0.04
H 4.17 3.20 -1.10
H 5.31 2.51 -3.16
H 4.34 0.73 -4.58
H 2.26 -0.43 -3.85
H 1.18 0.19 -1.78
H 0.16 4.53 1.43
H -1.31 6.28 0.58
H -1.84 6.41 -1.84
H -0.87 4.73 -3.39
H 0.65 3.02 -2.56
O -2.68 2.11 -0.47
N -1.76 1.62 0.06
O -1.04 0.67 -0.53
O -1.37 1.92 1.24
F 1.47 -0.91 0.27
O 1.48 -3.81 2.81
C 0.49 -3.24 2.38
O 0.09 -2.06 2.73
C -0.47 -3.93 1.42
C -1.22 -3.22 0.48
C -2.23 -3.85 -0.23
C -2.47 -5.20 -0.06
C -1.65 -5.89 0.81
C -0.67 -5.29 1.57
N -1.87 -7.37 0.96
O -1.19 -7.96 1.77
O -2.70 -7.89 0.24
H -1.00 -2.18 0.27
H -2.84 -3.27 -0.92
H -3.25 -5.72 -0.59
H -0.07 -5.86 2.26
C -4.89 -2.98 -5.68
C -3.44 -3.44 -5.59
C -2.84 -3.28 -4.20
N -2.61 -1.88 -3.89
C -1.48 -1.36 -3.40
S -0.21 -2.20 -2.77
N -1.49 0.06 -3.44
C -1.63 0.86 -4.55
O -1.70 2.07 -4.45
C -1.64 0.22 -5.91
C -2.63 0.62 -6.80
C -2.66 0.09 -8.08
C -1.70 -0.82 -8.48
C -0.69 -1.20 -7.60
C -0.67 -0.69 -6.31
H -5.26 -3.05 -6.70
H -5.02 -1.94 -5.37
H -5.54 -3.59 -5.05
H -2.83 -2.89 -6.30
H -3.37 -4.50 -5.86
H -1.88 -3.79 -4.10
H -3.51 -3.71 -3.44
H -3.32 -1.21 -4.15
H -1.29 0.54 -2.56
H -3.35 1.36 -6.48
H -3.44 0.40 -8.77
H -1.72 -1.24 -9.48
H 0.07 -1.91 -7.91
H 0.10 -0.99 -5.61
```

Calculated values
maximum force: 2.456 eV/A
E_LUMO: 2.015 eV
HOMO: -6.48 eV
charge: -1
DFT total energy: -4090.0159 hartree
energy relative to the best compared isomer or geometry (same formula, charge and spin): 0.923 eV